(1)
22
Properties=species:S:1:pos:R:3 method="wB97M-V/def2-TZVPD" charge=-1 gap_ev=9.06 lumo_energy_ev=3.836 homo_energy_ev=-5.22 multiplicity=1
C 1.1738 -0.9240 0.8745
O 0.0990 -1.7328 0.3752
C 1.2694 0.4348 0.2179
C 2.6476 1.0648 0.5116
N 0.2186 1.3270 0.7704
H 1.0880 -0.7729 1.9605
H 2.1049 -1.4989 0.7408
H 1.1401 0.2501 -0.8711
H 2.7345 2.0579 -0.0232
H 3.5013 0.4510 0.1175
H 2.8480 1.2024 1.5942
H 0.1417 2.1637 0.1221
H -0.6686 0.7979 0.6421
H -2.6653 -0.3903 0.8413
H -0.7041 -1.1571 0.3231
O -2.0489 -0.3383 0.1110
H -1.4308 -2.8239 -1.0738
H -2.3850 -1.6959 -0.9810
O -2.2686 -2.5587 -1.4203
H -2.3402 1.3669 -2.4023
H -2.1770 1.0151 -0.9118
O -2.2785 1.7614 -1.5187


(2)
22
Properties=species:S:1:pos:R:3 method="wB97M-V/def2-TZVPD" charge=-1 gap_ev=8.19 lumo_energy_ev=3.493 homo_energy_ev=-4.70 multiplicity=1
C -0.4115 1.7430 -1.8135
N -0.5549 2.3657 -0.5287
C -1.1120 1.0212 0.4553
C -0.5581 -0.4250 0.6847
O 0.6178 -0.5632 1.4191
H 0.0218 2.3123 -2.6322
H -1.4294 1.4627 -2.1980
H 0.1520 0.8026 -1.8319
H -0.0869 1.6759 0.2675
H -1.9044 0.7520 -0.2633
H -1.5174 1.3030 1.4162
H -0.5473 -0.9743 -0.2605
H -1.3822 -0.8820 1.2634
H 1.2618 -0.8496 0.6951
H 2.7794 -1.9362 -0.3085
O 1.8345 -1.8517 -0.4774
H 0.5942 -0.4001 3.5608
H -0.7987 -0.8913 3.9812
O 0.0971 -0.7753 4.3069
H 1.5816 -1.5272 -2.0602
H 0.2437 -1.0070 -2.7327
O 1.1188 -1.3554 -2.9431


(3)
22
Properties=species:S:1:pos:R:3 method="wB97M-V/def2-TZVPD" charge=-2 gap_ev="1.58 / 6.47" lumo_energy_ev="5.674 / 5.547" homo_energy_ev="4.10 / -0.92" s_squared=0.751 multiplicity=2
C 3.8189 0.3645 1.1916
N 2.6093 -0.2284 0.5823
C 1.8838 0.6013 -0.3771
C 0.4155 0.9961 0.0268
O -0.1840 0.1046 0.8291
H 4.3013 1.1361 0.5897
H 4.5298 -0.4476 1.2477
H 3.5997 0.8207 2.1520
H 1.9497 -0.5301 1.2924
H 1.8048 -0.0035 -1.3233
H 2.4775 1.4463 -0.7659
H -0.0851 1.4326 -0.8788
H 0.6560 1.9364 0.6543
H -0.9293 -0.7399 0.0304
H -2.3208 -1.4406 0.3138
O -1.7204 -1.3210 -0.4398
H -1.8751 1.3827 1.7913
H -2.4982 0.8897 0.4456
O -2.6675 1.4088 1.2428
H -2.6611 -1.9332 -3.6381
H -2.5037 -1.5629 -2.0750
O -3.1156 -1.7620 -2.8163


no.,calculated total energy (eV)
1,-13019.918
2,-13015.141
3,-13014.475